Molecular formula: C26H31BrCrIN8O3S3
Method: DFT, wB97M-V/def2-TZVPD

Results
Total energy (Ha): -6783.39264
⟨S²⟩: 0.764
Multiplicity: 2
HOMO (alpha / beta) (eV): -13.4100 / -13.4108
Frontier orbital gap (alpha / beta) (eV): 6.145 / 6.858
Net charge: +2
Energy above the lowest of the compared OMol25 structures with the same formula, charge and spin (kcal/mol): 27.7

XYZ file:
```
74
Properties=species:S:1:pos:R:3:forces:R:3:mulliken_spin:R:1
Cr 0.4184 -0.2988 0.1935 0.34 -0.68 0.33 1.18
C 2.4159 -1.3120 3.2533 -0.06 0.01 -0.02 0.00
C 0.9751 -0.9182 3.2731 0.03 -0.06 -0.13 0.00
N 0.1599 -0.7056 2.2498 0.02 0.05 0.11 -0.01
C -1.1264 -0.4204 2.6887 0.00 0.01 -0.08 0.01
C -1.2798 -0.3981 4.0310 -0.02 0.01 0.00 0.00
S 0.2035 -0.7598 4.7797 -0.01 -0.03 0.13 0.00
C -2.1288 -0.2122 1.6565 0.08 -0.03 0.02 0.01
C -3.4655 -0.0711 1.7978 0.00 -0.01 0.01 0.00
S -4.1884 0.0323 0.2575 -0.10 0.01 0.03 0.00
C -2.6752 -0.1037 -0.4974 0.05 -0.04 -0.10 0.01
N -1.6732 -0.2259 0.3469 0.00 0.28 0.16 -0.05
C -2.5741 -0.0769 -1.9752 -0.03 -0.03 -0.04 0.00
H 2.8019 -1.3875 2.2463 0.01 0.00 0.00 0.00
H 2.5366 -2.2702 3.7605 0.01 0.01 0.02 0.00
H 3.0170 -0.5806 3.7945 0.02 0.01 -0.03 0.00
H -2.1717 -0.1998 4.6011 -0.02 0.01 0.00 0.00
H -4.0464 -0.0584 2.7045 -0.01 0.00 0.01 0.00
H -3.4262 -0.5767 -2.4342 -0.01 0.00 0.01 0.00
H -1.6651 -0.5770 -2.2916 0.04 -0.03 -0.04 0.00
H -2.5418 0.9551 -2.3285 0.03 -0.05 0.02 0.00
N 2.1019 -6.3948 -1.9150 -0.07 0.01 0.01 0.00
C 2.5111 -5.1487 -1.5635 0.04 -0.02 -0.03 0.00
C 2.6322 -4.1332 -2.5295 0.02 0.02 0.02 0.00
C 3.0514 -2.8686 -2.1706 -0.10 0.01 0.05 0.00
C 3.3203 -2.5778 -0.8325 0.02 -0.15 -0.07 0.00
C 3.2329 -3.5828 0.1331 -0.02 0.03 -0.02 0.00
C 2.8153 -4.8457 -0.2219 0.01 0.00 0.03 0.00
S 3.8271 -0.9826 -0.3751 0.05 0.00 0.27 0.00
O 4.1360 -0.2379 -1.5564 -0.09 0.05 0.00 0.00
O 4.7281 -1.0711 0.7278 0.03 -0.06 -0.01 0.00
N 2.3901 -0.3302 0.2883 -0.25 0.53 -0.47 -0.07
C 2.4543 1.0024 0.6562 0.13 -0.28 0.07 -0.01
N 1.1966 1.4426 0.8511 -0.18 0.27 -0.27 -0.04
C 1.0193 2.7262 1.1928 -0.03 -0.09 0.13 0.01
C 2.1092 3.5470 1.3409 0.06 0.00 0.02 -0.01
C 3.3706 2.9950 1.0889 -0.02 0.04 0.00 0.00
N 3.5555 1.7290 0.7441 -0.06 0.03 0.06 -0.01
H 2.0698 -6.6506 -2.8867 0.02 -0.01 0.00 0.00
H 2.2035 -7.1541 -1.2640 0.01 0.00 0.00 0.00
H 2.4391 -4.3616 -3.5702 0.01 0.00 -0.01 0.00
H 3.1770 -2.1022 -2.9228 0.01 0.03 -0.01 0.00
H 3.5147 -3.3725 1.1571 0.02 0.00 0.00 0.00
H 2.7624 -5.6282 0.5247 0.01 -0.01 0.00 0.00
H 0.0032 3.0582 1.3498 -0.01 -0.01 -0.06 0.00
H 1.9948 4.5797 1.6324 0.02 0.01 -0.01 0.00
H 4.2649 3.6024 1.1657 0.00 0.00 0.01 0.00
Br -0.0220 -2.0956 -4.5316 -0.05 0.10 0.14 0.00
C -0.6376 -0.3216 -4.7928 -0.04 0.01 -0.03 0.00
C -1.5165 -0.0952 -5.8423 -0.01 0.03 0.00 0.00
C -1.9921 1.1854 -6.0804 -0.01 -0.02 -0.02 0.00
C -1.5895 2.2442 -5.2810 0.04 0.02 0.08 0.00
C -0.7081 2.0232 -4.2323 -0.11 -0.02 -0.15 0.00
C -0.2456 0.7383 -3.9822 -0.04 -0.01 -0.18 0.00
I 1.1575 0.4994 -2.4752 0.28 0.00 0.17 -0.01
H -1.8150 -0.9189 -6.4757 -0.01 0.00 0.00 0.00
H -2.6683 1.3544 -6.9068 -0.01 0.00 0.00 0.00
H -1.9472 3.2452 -5.4784 0.00 0.01 -0.01 0.00
H -0.3610 2.8536 -3.6319 0.02 -0.01 0.00 0.00
N -0.9869 -2.9183 -0.6754 0.08 -0.01 0.03 0.01
N 0.2898 -2.3504 -0.3079 -0.11 0.06 -0.07 -0.03
H -0.8795 -3.9294 -0.7151 -0.01 0.01 -0.07 0.00
H -1.1729 -2.6110 -1.6254 -0.04 -0.01 0.00 0.00
H 1.0145 -2.5920 -0.9892 -0.01 -0.02 0.01 0.00
H 0.5707 -2.8114 0.5556 0.00 -0.02 -0.02 0.01
C -3.5798 3.9384 -0.9673 -0.02 0.01 -0.01 0.00
C -2.4639 3.5059 -0.0435 -0.01 -0.04 0.01 0.00
O -1.5033 2.6662 -0.7053 0.06 0.04 -0.06 0.00
H -4.2964 4.5643 -0.4354 0.00 0.00 0.01 0.00
H -4.1126 3.0762 -1.3712 0.00 -0.01 0.00 0.00
H -3.1904 4.5263 -1.8013 0.01 0.00 0.00 0.00
H -2.8505 2.9017 0.7799 0.00 0.01 0.00 0.00
H -1.9618 4.3770 0.3893 -0.01 0.00 -0.01 0.00
H -1.1821 3.1443 -1.4790 -0.01 0.02 0.06 0.00
```
Forces are in eV/Å.